# 1
C29H56CrF6N3O15S3 as an isolated structure. Source: OMol25; level of theory: ωB97M-V/def2-TZVPD.

Last column: Löwdin charge in e.
Atoms and positions in Å:
Cr (28.834, -23.739, -6.316)  0.382
C (30.912, -24.735, -10.082)  -0.649
F (31.687, -25.484, -10.841)  0.131
F (31.697, -23.816, -9.607)  0.145
F (30.008, -24.174, -10.900)  0.113
S (30.226, -25.951, -8.604)  0.708
O (28.840, -26.139, -8.920)  -0.333
O (31.013, -27.141, -8.723)  -0.319
N (30.225, -24.936, -7.003)  -0.347
S (31.759, -25.409, -6.524)  0.671
O (32.810, -25.624, -7.582)  -0.334
O (32.248, -24.424, -5.571)  -0.326
C (31.383, -27.137, -5.625)  -0.661
F (30.301, -27.707, -6.164)  0.118
F (32.379, -27.937, -5.769)  0.185
F (31.199, -26.966, -4.325)  0.139
C (26.732, -19.823, -3.902)  -0.008
C (27.521, -20.991, -3.150)  -0.401
C (27.298, -20.735, -1.612)  -0.136
C (25.945, -21.233, -1.157)  -0.198
C (25.673, -22.697, -1.569)  -0.108
C (25.881, -22.903, -3.134)  -0.454
N (27.199, -22.368, -3.583)  0.033
O (27.366, -22.608, -5.007)  -0.060
C (24.700, -22.492, -3.905)  -0.040
C (25.921, -24.489, -3.064)  -0.024
C (29.092, -20.725, -3.390)  -0.017
H (26.822, -20.077, -4.958)  0.068
H (27.157, -18.820, -3.866)  0.083
H (25.660, -19.804, -3.706)  0.065
H (27.379, -19.685, -1.331)  0.123
H (28.170, -21.217, -1.172)  0.110
H (25.091, -20.594, -1.383)  0.105
H (25.841, -21.044, -0.088)  0.107
H (24.591, -22.789, -1.472)  0.119
H (26.263, -23.336, -0.913)  0.117
H (23.940, -23.264, -3.779)  0.090
H (24.755, -22.459, -4.993)  0.083
H (24.308, -21.532, -3.573)  0.082
H (26.326, -24.958, -3.961)  0.067
H (24.982, -24.976, -2.805)  0.093
H (26.665, -24.774, -2.320)  0.061
H (29.459, -19.725, -3.158)  0.086
H (29.336, -20.855, -4.444)  0.051
H (29.764, -21.441, -2.917)  0.064
C (29.352, -20.755, -9.634)  -0.027
C (27.798, -21.055, -9.804)  -0.368
C (27.683, -21.140, -11.370)  -0.131
C (26.507, -21.889, -11.937)  -0.201
C (25.432, -21.969, -10.860)  -0.121
C (25.959, -22.842, -9.616)  -0.435
N (27.354, -22.417, -9.305)  -0.019
O (28.003, -22.988, -8.204)  -0.080
C (25.860, -24.297, -9.996)  -0.017
C (25.046, -22.576, -8.369)  -0.008
C (27.122, -19.974, -8.928)  -0.023
H (29.733, -19.889, -10.174)  0.091
H (30.044, -21.475, -10.072)  0.075
H (29.643, -20.668, -8.588)  0.048
H (28.636, -21.302, -11.874)  0.118
H (27.292, -20.213, -11.790)  0.113
H (26.881, -22.834, -12.332)  0.110
H (26.118, -21.261, -12.738)  0.110
H (24.561, -22.476, -11.274)  0.111
H (24.953, -20.995, -10.766)  0.114
H (26.395, -24.473, -10.930)  0.088
H (24.822, -24.586, -10.158)  0.092
H (26.307, -24.907, -9.211)  0.079
H (25.211, -21.550, -8.039)  0.061
H (25.148, -23.180, -7.467)  0.057
H (24.025, -22.438, -8.725)  0.085
H (26.153, -19.593, -9.250)  0.072
H (27.640, -19.015, -8.911)  0.075
H (27.007, -20.296, -7.893)  0.080
C (27.316, -28.809, -6.958)  -0.021
O (27.622, -27.610, -6.288)  0.027
C (26.950, -26.544, -6.392)  -0.506
O (27.507, -25.397, -6.271)  0.006
O (25.623, -26.895, -6.518)  -0.007
C (24.534, -25.905, -6.321)  -0.011
H (26.310, -29.023, -7.320)  0.098
H (27.488, -29.711, -6.371)  0.099
H (28.008, -28.844, -7.800)  0.106
H (23.899, -26.027, -5.443)  0.085
H (23.890, -25.960, -7.199)  0.090
H (24.736, -24.835, -6.257)  0.057
C (28.938, -26.773, -2.741)  -0.096
O (29.611, -25.659, -2.393)  -0.026
C (29.838, -24.574, -3.198)  -0.468
O (29.556, -24.417, -4.373)  0.073
O (30.589, -23.708, -2.470)  -0.016
C (31.055, -23.917, -1.101)  -0.014
H (29.363, -27.726, -2.424)  0.106
H (28.854, -26.808, -3.827)  0.088
H (27.924, -26.794, -2.340)  0.090
H (30.260, -23.610, -0.422)  0.083
H (31.847, -23.289, -0.692)  0.093
H (31.222, -24.966, -0.857)  0.094
O (30.380, -22.291, -6.424)  -0.352
S (31.436, -21.262, -6.481)  0.738
O (32.515, -21.406, -7.511)  -0.290
O (30.694, -19.761, -6.600)  -0.331
C (31.446, -18.555, -7.008)  -0.203
C (30.385, -17.480, -6.575)  -0.055
C (32.218, -21.043, -4.830)  -0.081
H (31.844, -18.495, -8.021)  0.116
H (32.399, -18.476, -6.484)  0.105
H (30.761, -16.489, -6.828)  0.071
H (30.005, -17.526, -5.555)  0.072
H (29.511, -17.509, -7.225)  0.063
H (31.986, -21.879, -4.170)  0.060
H (31.780, -20.198, -4.299)  0.054
H (33.261, -20.881, -5.102)  0.072

Its expectation value of S² is 15.7734. The spin multiplicity is 8. The gap between HOMO and LUMO (alpha / beta) is 3.9 / 7.2 eV. The value obtained for the electronic energy is -143382.301 eV. Its energy relative to the best compared isomer or geometry (same formula, charge and spin) is 39.0 kcal per mole.

---

# 2
C29H58GeN13Ru as an isolated structure. Source: OMol25; level of theory: ωB97M-V/def2-TZVPD.

Last column: Löwdin charge in e.
Atoms and positions in Å:
Ru (0.078, 0.471, -0.570)  1.193
C (-4.355, -0.505, -4.325)  -0.064
N (-3.787, 0.370, -3.323)  -0.187
C (-4.725, 1.095, -2.489)  -0.069
C (-2.432, 0.301, -3.013)  -0.411
N (-1.990, -0.014, -1.843)  0.034
C (-2.939, -0.464, -0.845)  -0.213
C (-2.272, -1.397, 0.141)  -0.191
N (-1.189, -0.827, 0.965)  -0.238
C (-0.468, -1.976, 1.537)  -0.190
C (0.746, -1.747, 2.443)  -0.226
N (1.795, -0.851, 1.978)  0.109
C (2.991, -1.087, 2.385)  -0.383
N (3.355, -2.047, 3.330)  -0.171
C (2.684, -2.195, 4.608)  -0.070
C (4.669, -2.672, 3.307)  -0.067
N (4.113, -0.384, 1.903)  -0.181
C (4.685, 0.505, 2.910)  -0.058
C (4.091, 0.155, 0.557)  -0.068
C (-1.679, 0.105, 1.990)  -0.163
C (-0.628, 1.098, 2.473)  -0.214
N (-0.115, 1.955, 1.412)  0.044
C (0.005, 3.223, 1.630)  -0.395
N (0.845, 4.013, 0.871)  -0.158
C (0.373, 5.304, 0.381)  -0.054
C (1.913, 3.412, 0.096)  -0.076
N (-0.561, 3.890, 2.709)  -0.169
C (0.160, 4.936, 3.410)  -0.062
C (-1.962, 3.790, 3.060)  -0.060
N (-1.605, 0.531, -4.084)  -0.139
C (-2.021, 1.362, -5.204)  -0.047
C (-0.172, 0.352, -3.995)  -0.088
H (-4.947, -1.305, -3.867)  0.089
H (-3.564, -0.963, -4.918)  0.086
H (-5.017, 0.055, -4.996)  0.086
H (-5.417, 1.646, -3.134)  0.098
H (-4.193, 1.822, -1.882)  0.033
H (-5.315, 0.450, -1.828)  0.086
H (-3.753, -1.036, -1.302)  0.123
H (-3.399, 0.380, -0.325)  0.078
H (-1.827, -2.203, -0.439)  0.088
H (-3.044, -1.827, 0.794)  0.135
H (-0.151, -2.589, 0.695)  0.078
H (-1.174, -2.562, 2.144)  0.129
H (1.161, -2.746, 2.617)  0.120
H (0.372, -1.394, 3.406)  0.091
H (1.814, -1.554, 4.675)  0.072
H (3.367, -1.915, 5.418)  0.089
H (2.374, -3.229, 4.774)  0.092
H (5.102, -2.600, 2.316)  0.089
H (4.561, -3.725, 3.576)  0.088
H (5.362, -2.209, 4.023)  0.081
H (4.750, -0.012, 3.868)  0.075
H (4.081, 1.409, 3.058)  0.088
H (5.690, 0.802, 2.610)  0.087
H (4.190, -0.647, -0.174)  0.085
H (4.932, 0.837, 0.442)  0.086
H (3.176, 0.689, 0.327)  0.035
H (-2.051, -0.445, 2.866)  0.131
H (-2.517, 0.665, 1.573)  0.106
H (0.230, 0.564, 2.873)  0.080
H (-1.070, 1.655, 3.298)  0.096
H (-0.527, 5.606, 0.911)  0.082
H (0.130, 5.249, -0.683)  0.083
H (1.139, 6.069, 0.523)  0.091
H (1.555, 2.831, -0.751)  0.033
H (2.504, 2.761, 0.737)  0.066
H (2.550, 4.212, -0.283)  0.091
H (1.187, 4.985, 3.063)  0.089
H (0.160, 4.719, 4.483)  0.089
H (-0.304, 5.919, 3.269)  0.087
H (-2.474, 3.079, 2.423)  0.074
H (-2.448, 4.764, 2.935)  0.095
H (-2.083, 3.488, 4.105)  0.090
H (-3.044, 1.696, -5.075)  0.084
H (-1.943, 0.811, -6.144)  0.090
H (-1.379, 2.245, -5.273)  0.092
H (0.070, -0.522, -3.400)  -0.001
H (0.315, 1.218, -3.545)  0.063
H (0.224, 0.216, -5.002)  0.093
C (0.685, -4.696, -1.451)  -0.234
Ge (0.478, -2.984, -2.427)  0.658
C (-1.340, -3.004, -3.199)  -0.217
C (1.686, -3.150, -3.990)  -0.229
C (0.885, -1.489, -1.298)  -0.360
H (0.671, -5.529, -2.158)  0.012
H (-0.120, -4.847, -0.725)  0.006
H (1.636, -4.717, -0.911)  0.011
H (-1.398, -3.774, -3.972)  0.021
H (-1.588, -2.038, -3.649)  -0.013
H (-2.097, -3.227, -2.441)  0.011
H (1.517, -4.106, -4.492)  0.013
H (2.732, -3.102, -3.675)  0.012
H (1.510, -2.344, -4.708)  0.002
H (1.699, -1.779, -0.624)  -0.095
N (-0.791, 2.495, -1.472)  0.092
C (-1.724, 3.102, -1.151)  -0.211
C (-2.873, 3.821, -0.800)  -0.273
C (-2.946, 5.218, -1.029)  -0.259
N (-2.998, 6.359, -1.200)  0.125
C (-3.949, 3.107, -0.226)  -0.282
N (-4.799, 2.471, 0.238)  0.150

Its expectation value of S² is 8.7612. The spin multiplicity is 6. The gap between HOMO and LUMO (alpha / beta) is 7.1 / 7.8 eV. The value obtained for the electronic energy is -109476.523 eV.